{"formula": "C8H8", "method": "the ωB97M-V functional and the def2-TZVPD basis", "elements": ["H", "C", "C", "H", "C", "H", "C", "H", "C", "H", "H", "H", "H", "C", "C", "C"], "positions_angstrom": [[3.188, 1.459, -0.247], [2.202, -0.630, -0.625], [-0.640, -1.355, 0.267], [-0.972, 2.482, -0.013], [0.432, -0.548, 0.621], [1.324, -0.965, 1.188], [2.575, 0.478, -0.262], [1.764, -1.647, -0.852], [-2.004, 0.572, -0.389], [-2.997, 0.819, -0.921], [-2.631, -1.446, -0.486], [1.011, 1.469, 1.054], [-0.584, -2.502, 0.346], [-1.859, -0.759, -0.160], [0.225, 0.892, 0.583], [-0.949, 1.405, -0.048]], "forces_ev_per_angstrom": [[-1.68, -2.24, 0.20], [1.65, 0.31, -0.80], [-0.21, -0.84, 0.40], [-0.52, 0.26, -0.51], [-2.28, 0.91, 3.04], [-1.82, 0.53, -0.71], [3.08, -0.06, -2.30], [1.16, 2.05, 0.13], [-1.84, 0.01, -1.23], [1.91, 0.39, 1.10], [-0.21, 0.07, 0.18], [-0.31, 0.51, -0.42], [-0.05, 1.94, -0.09], [1.00, -1.95, -0.67], [-2.32, -2.23, -0.66], [2.46, 0.37, 2.32]], "energy_ha": -309.4486, "smiles": "c1ccccc1.C#C", "total_charge": 0, "e_above_lowest_kcal_mol": 103.7, "e_lumo_ev": 0.8, "homo_lumo_gap_ha": 0.3230}

{"formula": "CH8N2O3Rb", "method": "the ωB97M-V functional and the def2-TZVPD basis", "elements": ["O", "H", "H", "Rb", "N", "C", "H", "H", "O", "H", "H", "O", "N", "H", "H"], "positions_angstrom": [[-3.228, 2.498, -0.511], [1.025, -3.403, 0.348], [-3.922, 1.893, -0.771], [-0.551, 1.389, -0.710], [0.688, -0.964, 2.063], [1.122, -1.517, 1.005], [1.772, 1.062, -3.127], [0.819, -3.102, 2.053], [1.451, 1.830, -2.654], [0.612, 0.043, 2.074], [0.715, 2.145, -3.179], [1.208, -0.885, -0.068], [1.173, -2.811, 1.153], [-3.631, 3.365, -0.568], [0.748, -1.542, 2.890]], "forces_ev_per_angstrom": [[0.56, -0.34, -0.02], [0.51, -0.67, -0.36], [-0.38, -0.14, -0.05], [-0.31, 0.43, -0.10], [-0.36, 2.05, 3.93], [0.64, 3.19, -4.91], [0.36, -0.18, -0.31], [-0.05, -1.20, -0.06], [-0.39, -0.14, 0.63], [-0.01, -0.02, 0.70], [0.06, 0.36, -0.64], [-0.03, -1.34, 0.54], [0.10, -3.35, -0.20], [-0.12, 0.39, 0.04], [-0.59, 0.95, 0.82]], "energy_ha": -401.5615, "total_charge": 2, "multiplicity": 2, "e_lumo_ev": [-7.3, -13.9], "homo_lumo_gap_ha": [0.4009, 0.1615]}

{"formula": "C20H29BrN2O9P2S", "method": "the ωB97M-V functional and the def2-TZVPD basis", "elements": ["P", "C", "H", "H", "H", "C", "O", "O", "H", "H", "C", "N", "C", "C", "O", "C", "H", "N", "C", "H", "H", "H", "H", "C", "O", "C", "S", "H", "H", "H", "P", "O", "O", "C", "H", "C", "H", "H", "C", "H", "H", "O", "Br", "H", "H", "C", "H", "H", "H", "H", "C", "H", "C", "C", "C", "H", "O", "C", "H", "H", "C", "O", "H", "C"], "positions_angstrom": [[2.200, 3.403, -2.407], [0.077, 4.381, -3.617], [-7.293, 1.223, 1.606], [3.734, -3.120, -3.873], [2.728, -6.364, -0.990], [3.925, -2.618, -2.926], [1.035, -1.851, 3.891], [3.577, 2.503, -2.106], [-3.201, 0.210, 0.608], [-0.671, 3.625, -3.388], [-7.054, 0.152, 3.467], [-2.411, 2.039, 2.152], [2.036, -0.752, -0.133], [0.199, -0.874, 3.445], [3.161, -1.636, -0.016], [-3.668, -1.701, 1.549], [4.791, -3.083, -2.453], [-0.711, 2.634, 3.887], [3.965, 1.562, -3.107], [-3.189, -2.280, 2.339], [-4.587, -2.047, 4.101], [0.605, 4.121, -4.532], [-6.557, -1.019, 5.163], [-0.657, 1.366, 3.477], [2.895, 4.027, -3.767], [-2.677, -0.690, 0.925], [-1.923, 3.282, 3.037], [3.647, 5.949, -3.874], [-0.414, 5.344, -3.749], [4.768, 4.651, -4.339], [2.905, -3.145, -0.542], [3.666, -4.544, -0.862], [1.620, -3.546, 0.076], [2.929, -5.506, -1.627], [1.354, -0.920, 0.695], [-1.620, 1.015, 2.483], [-4.010, -2.438, 0.818], [3.377, 1.647, -4.016], [-5.173, -1.340, 3.526], [1.515, -0.882, -1.079], [3.554, -5.815, -2.465], [1.322, 2.207, -2.643], [1.505, 0.787, 5.307], [-5.335, 0.187, 0.528], [5.015, 1.735, -3.346], [-4.850, -1.017, 2.217], [1.994, -5.109, -2.010], [-0.817, -2.222, 1.999], [2.407, 0.270, -0.080], [-7.925, 0.614, 3.913], [-6.269, -0.761, 4.152], [3.848, 0.564, -2.689], [-1.641, -0.312, 1.966], [-5.620, -0.071, 1.541], [-0.755, -1.229, 2.432], [4.142, -1.567, -3.115], [2.750, -2.719, -2.117], [0.245, 0.382, 3.957], [-2.197, -1.099, 0.034], [1.069, -2.510, 3.185], [3.990, 4.942, -3.635], [0.974, 4.528, -2.515], [4.412, 4.935, -2.629], [-6.710, 0.504, 2.170]], "forces_ev_per_angstrom": [[-2.23, -4.14, -7.02], [-0.36, -0.21, -0.26], [-0.11, 0.03, 0.17], [-0.02, 0.02, -0.01], [0.00, 0.07, 0.07], [-0.14, 0.10, -0.01], [0.01, 0.26, -0.29], [0.35, 2.18, 3.01], [-0.01, -0.03, -0.01], [0.10, -0.08, 0.01], [0.04, 0.21, -0.24], [0.11, 0.04, 0.03], [-0.56, 0.39, 0.08], [-0.15, -0.71, -0.29], [2.86, -1.39, 0.57], [-0.38, 0.17, 0.15], [0.00, -0.01, -0.03], [-0.58, 0.01, -0.50], [0.17, -0.10, -0.37], [0.26, -0.05, -0.20], [0.14, -0.05, -0.21], [0.06, -0.03, 0.06], [0.22, -0.11, 0.03], [0.41, -0.25, 0.43], [0.38, 0.48, 0.56], [0.12, -0.22, 0.43], [0.00, 0.21, 0.10], [-0.01, 0.00, 0.03], [0.13, 0.07, 0.15], [0.00, -0.01, -0.01], [-5.06, -0.09, -2.60], [2.10, 1.66, 1.72], [0.43, 0.07, 0.17], [-0.21, -0.31, -0.22], [-0.05, -0.12, 0.00], [0.36, -0.05, 0.30], [-0.11, 0.21, -0.13], [-0.09, 0.02, 0.07], [-0.27, 0.04, 0.44], [0.07, -0.11, -0.01], [0.08, 0.07, 0.07], [-0.01, 0.18, 0.90], [-0.18, 0.08, -0.17], [-0.22, 0.13, -0.03], [-0.01, 0.05, 0.08], [0.32, -0.21, -0.21], [-0.01, 0.10, 0.11], [0.36, -0.13, 0.25], [0.29, -0.13, -0.01], [0.04, -0.09, 0.16], [-0.40, 0.16, -0.05], [-0.10, 0.06, 0.08], [-0.57, -0.02, -0.88], [0.20, -0.38, 0.34], [-0.26, 0.94, 0.01], [0.02, -0.01, -0.01], [0.15, -0.21, 0.18], [0.47, -0.06, 0.41], [0.10, -0.12, 0.12], [0.13, -0.22, 0.20], [-0.07, -0.01, -0.15], [1.60, 1.55, 2.97], [0.06, -0.04, -0.03], [0.00, 0.14, -0.51]], "energy_ha": -5221.0234, "total_charge": 0, "e_lumo_ev": -2.6, "homo_lumo_gap_ha": 0.2076}

{"formula": "C16H33N5O6PdSSe2", "method": "the ωB97M-V functional and the def2-TZVPD basis", "elements": ["O", "C", "N", "H", "C", "C", "N", "C", "H", "H", "Se", "H", "C", "H", "H", "C", "H", "Pd", "C", "H", "C", "O", "O", "H", "Se", "H", "C", "C", "O", "H", "H", "C", "H", "O", "H", "O", "H", "H", "S", "C", "H", "H", "H", "H", "N", "H", "H", "N", "H", "H", "H", "H", "H", "C", "N", "H", "C", "H", "H", "H", "H", "C", "C", "H"], "positions_angstrom": [[-6.000, 2.517, 3.974], [-3.415, 2.727, 2.768], [0.518, -0.808, 0.304], [-0.493, -2.925, -3.226], [3.482, 0.837, 1.143], [2.641, 0.956, 3.601], [1.417, 1.715, 3.300], [2.662, -1.931, -6.354], [2.915, -0.095, 1.096], [3.181, 2.783, 0.602], [-1.464, 2.725, 2.871], [-2.690, 0.152, 3.735], [3.710, -0.909, -5.947], [2.602, 1.726, -0.486], [-4.152, 1.450, 0.584], [0.288, -0.671, -0.996], [4.594, -1.018, -6.575], [-0.449, 0.848, 1.868], [-4.021, 0.696, 1.362], [2.369, -0.102, 3.638], [0.714, -2.131, 0.530], [0.968, -4.893, 0.091], [0.803, -4.589, -2.041], [4.433, 0.659, 0.625], [-2.408, -0.329, 0.933], [-6.200, 0.747, 2.910], [-3.731, 0.450, 3.857], [0.617, -2.799, -0.654], [0.766, -0.307, -5.555], [-6.008, 2.235, 1.978], [1.849, -3.132, -3.779], [3.774, 1.168, 2.600], [0.160, 1.422, -0.966], [0.176, -2.680, -6.052], [3.323, 0.101, -6.066], [-3.936, 1.022, 5.156], [-0.459, -1.173, -3.394], [-3.742, 3.294, 3.637], [1.102, -1.710, -5.531], [1.427, -2.130, -3.828], [1.652, 2.643, 2.965], [4.025, -1.045, -4.912], [-3.685, 3.319, 1.890], [2.388, -1.844, -7.408], [0.809, -4.190, -0.885], [3.037, 1.217, 4.589], [0.909, -2.542, 1.505], [2.697, 1.897, 0.507], [0.869, 1.834, 4.144], [-4.340, -0.455, 3.818], [2.145, -1.400, -3.451], [-5.585, 2.114, 4.749], [-3.170, 1.566, 5.369], [-4.154, 1.388, 2.723], [0.344, -1.862, -1.632], [-1.095, 0.646, -1.916], [-5.663, 1.704, 2.869], [-4.838, -0.021, 1.251], [4.128, 2.206, 2.662], [2.965, -2.963, -6.176], [0.549, 0.762, -2.582], [0.109, -2.039, -3.061], [-0.032, 0.614, -1.670], [4.611, 0.553, 2.940]], "forces_ev_per_angstrom": [[0.00, -0.01, 0.01], [-0.01, -0.02, 0.00], [0.13, 0.24, 0.15], [0.01, -0.01, 0.01], [0.01, -0.05, 0.01], [0.07, -0.01, -0.03], [0.11, -0.23, -0.18], [-0.01, 0.01, -0.03], [-0.07, 0.03, -0.05], [0.01, -0.02, -0.06], [-0.15, 0.26, 0.07], [-0.01, -0.02, -0.01], [0.02, -0.02, -0.01], [-0.04, -0.02, -0.02], [0.01, -0.02, -0.02], [0.04, 0.03, -0.01], [0.00, -0.01, 0.00], [-0.03, -0.20, -0.04], [-0.08, 0.00, 0.00], [0.07, -0.03, -0.04], [0.02, -0.06, 0.00], [0.04, 0.00, 0.03], [0.04, 0.03, -0.04], [0.03, -0.01, 0.05], [0.03, 0.03, 0.00], [-0.01, 0.00, -0.01], [0.01, 0.03, -0.04], [0.04, 0.07, 0.03], [-0.01, 0.00, -0.01], [0.01, 0.01, 0.00], [-0.01, -0.02, -0.01], [-0.06, 0.03, 0.05], [0.03, 0.00, 0.00], [-0.01, 0.00, -0.01], [0.00, 0.00, 0.00], [-0.01, 0.00, 0.00], [0.00, 0.00, 0.00], [-0.01, 0.02, -0.02], [0.02, 0.00, 0.04], [-0.01, 0.01, 0.00], [-0.06, 0.00, -0.09], [0.00, 0.01, 0.00], [0.05, -0.01, -0.02], [0.01, 0.02, 0.00], [-0.11, -0.05, 0.01], [-0.04, -0.02, 0.03], [0.00, 0.00, 0.00], [-0.02, 0.06, 0.08], [0.01, 0.01, 0.01], [-0.01, 0.00, 0.01], [-0.01, 0.01, 0.00], [0.02, 0.00, 0.02], [0.00, 0.01, -0.01], [-0.01, -0.01, 0.07], [-0.04, -0.01, -0.02], [0.00, 0.00, -0.03], [0.01, -0.03, -0.01], [0.01, 0.00, 0.01], [-0.03, 0.01, 0.03], [0.00, 0.00, 0.01], [0.01, -0.01, 0.00], [0.02, 0.00, 0.01], [-0.02, -0.01, 0.06], [0.01, -0.01, -0.01]], "energy_ha": -6683.4901, "total_charge": 0, "e_above_lowest_kcal_mol": 16.1, "multiplicity": 3, "e_lumo_ev": [-0.6, -1.8], "homo_lumo_gap_ha": [0.2127, 0.1962]}